Record 1
C31H50BrN3OP2Zr as an isolated structure at a distorted geometry. Source: OMol25; level of theory: ωB97M-V with the def2-TZVPD basis set.

Structure (XYZ):
```
89
Properties=species:S:1:pos:R:3:lowdin_charge:R:1
C 1.612 -1.857 -4.829 0.00
C 2.271 -0.881 -4.052 -0.25
C 2.845 0.261 -4.659 0.00
C 2.817 0.317 -6.054 -0.09
N 2.233 -0.630 -6.791 0.11
C 1.649 -1.683 -6.217 -0.09
C 2.423 -1.060 -2.644 0.09
C 2.670 -1.278 -1.467 0.08
C 2.653 -1.407 -0.061 -0.17
C 1.874 -0.448 0.651 -0.23
C 1.854 -0.541 2.097 -0.33
C 2.103 -1.865 2.502 -0.45
C 3.106 -2.659 1.929 -0.01
C 3.415 -2.367 0.604 0.08
Zr -0.279 -0.880 1.677 1.69
P -1.021 0.469 -1.021 0.97
H 3.272 1.071 -4.035 0.13
H 1.074 -2.695 -4.341 0.13
H 3.268 1.183 -6.557 0.14
H 1.155 -2.425 -6.859 0.13
H 4.233 -2.839 0.049 0.17
H 1.399 0.362 0.048 0.03
H 3.682 -3.413 2.479 0.16
H 1.528 0.231 2.836 0.11
C -2.516 1.531 -0.808 -0.40
C -2.921 2.532 -1.890 -0.11
H -2.352 2.046 0.153 0.06
H -3.327 0.806 -0.639 0.08
H -3.788 3.082 -1.500 0.10
H -2.140 3.270 -2.121 0.08
H -3.243 2.030 -2.812 0.07
C 0.164 1.502 -2.012 -0.37
C -0.125 1.808 -3.484 -0.10
H 1.131 0.989 -1.927 0.05
H 0.249 2.444 -1.454 0.04
H 0.558 2.607 -3.801 0.11
H 0.062 0.957 -4.151 0.07
H -1.143 2.168 -3.650 0.06
C -1.454 -0.784 -2.317 -0.37
C -2.600 -0.456 -3.280 -0.11
H -1.630 -1.730 -1.778 0.04
H -0.510 -0.918 -2.871 0.06
H -2.795 -1.364 -3.873 0.10
H -3.534 -0.163 -2.767 0.08
H -2.304 0.335 -3.992 0.08
Br 1.022 -2.860 4.009 0.92
P 0.913 2.495 1.601 1.00
C 0.361 3.920 0.595 -0.40
C 0.182 5.250 1.313 -0.10
H -0.616 3.584 0.207 0.05
H 1.031 4.041 -0.272 0.09
H -0.228 5.983 0.612 0.10
H -0.533 5.175 2.136 0.08
H 1.123 5.666 1.690 0.09
C 0.525 2.883 3.369 -0.40
C 1.639 3.462 4.238 -0.11
H 0.218 1.905 3.779 0.04
H -0.371 3.518 3.407 0.09
H 1.309 3.523 5.284 0.10
H 2.530 2.827 4.233 0.07
H 1.928 4.479 3.942 0.08
C 2.778 2.493 1.467 -0.37
C 3.492 3.851 1.366 -0.10
H 2.978 1.905 0.555 0.07
H 3.173 1.889 2.303 0.08
H 4.573 3.702 1.226 0.10
H 3.144 4.429 0.499 0.08
H 3.371 4.460 2.272 0.07
C -3.133 -3.610 -0.437 0.01
N -3.242 -3.669 1.004 -0.03
C -4.435 -4.204 1.630 -0.09
C -4.085 -4.452 3.080 -0.12
C -3.645 -3.195 3.775 -0.10
N -2.600 -2.597 2.974 -0.03
C -1.744 -1.526 3.528 -0.13
C -2.426 -2.880 1.685 -0.39
O -1.420 -2.328 1.067 -0.19
H -2.121 -3.876 -0.767 0.11
H -3.372 -2.606 -0.831 0.10
H -3.832 -4.327 -0.885 0.13
H -5.279 -3.490 1.544 0.16
H -4.711 -5.115 1.081 0.16
H -3.285 -5.199 3.123 0.14
H -4.948 -4.882 3.587 0.15
H -3.220 -3.385 4.764 0.15
H -4.486 -2.496 3.876 0.16
H -1.806 -1.524 4.609 0.14
H -0.604 -1.776 3.457 -0.12
H -2.028 -0.492 3.214 0.12
```

Values from the calculation:
* gap between HOMO and LUMO (alpha / beta): 3.8 / 3.8 eV
* electronic energy: -4752.8331 hartree
* relative energy (zero: lowest compared OMol25 entry of this formula, charge and spin): 0.516 eV
* total charge: +4

---

Record 2
C31H50BrN4P3Pd as an isolated structure at a distorted geometry. Source: OMol25; level of theory: ωB97M-V with the def2-TZVPD basis set.

Structure (XYZ):
```
90
Properties=species:S:1:pos:R:3:lowdin_charge:R:1
C 1.820 3.906 -0.668 -0.01
C 0.851 3.170 -1.400 -0.24
C 0.921 3.156 -2.820 -0.01
C 1.973 3.858 -3.423 -0.11
N 2.893 4.501 -2.717 0.09
C 2.813 4.576 -1.394 -0.11
C -0.147 2.436 -0.726 0.02
C -1.157 1.930 -0.173 -0.10
C -2.521 2.213 0.207 -0.27
C -3.328 1.190 0.682 -0.11
C -4.608 1.436 1.165 -0.10
C -5.129 2.723 1.025 -0.66
C -4.372 3.759 0.462 -0.08
C -3.057 3.503 0.080 0.01
Pd -0.157 -0.159 0.084 0.39
P 2.108 -0.285 -0.600 0.90
H 0.182 2.621 -3.415 0.12
H 1.786 3.944 0.420 0.12
H 2.045 3.865 -4.509 0.12
H 3.550 5.166 -0.856 0.12
H -2.411 4.281 -0.326 0.13
H -2.935 0.169 0.681 0.06
H -4.812 4.748 0.338 0.12
H -5.173 0.632 1.623 0.11
C 2.702 -1.995 -0.233 -0.39
C 3.870 -2.553 -1.045 -0.12
H 1.824 -2.648 -0.350 0.06
H 2.954 -1.997 0.838 0.07
H 4.042 -3.584 -0.711 0.09
H 3.663 -2.587 -2.122 0.08
H 4.804 -2.002 -0.883 0.06
C 2.401 -0.018 -2.397 -0.37
C 3.807 0.392 -2.849 -0.12
H 1.685 0.760 -2.703 0.05
H 2.100 -0.948 -2.902 0.07
H 3.796 0.486 -3.944 0.09
H 4.113 1.368 -2.447 0.08
H 4.573 -0.356 -2.600 0.07
C 3.335 0.839 0.189 -0.37
C 4.789 0.369 0.298 -0.11
H 2.959 1.076 1.192 0.05
H 3.283 1.777 -0.382 0.06
H 5.348 1.140 0.844 0.09
H 4.893 -0.570 0.859 0.08
H 5.277 0.254 -0.678 0.06
Br -6.917 3.021 1.603 0.80
P -1.484 -1.271 -1.514 0.91
C -0.446 -2.247 -2.657 -0.38
C -1.134 -3.471 -3.260 -0.12
H 0.457 -2.546 -2.096 0.06
H -0.112 -1.554 -3.447 0.09
H -0.408 -3.975 -3.909 0.09
H -1.445 -4.182 -2.481 0.08
H -2.001 -3.200 -3.880 0.07
C -2.542 -2.394 -0.526 -0.39
C -3.855 -2.818 -1.179 -0.12
H -2.743 -1.878 0.430 0.05
H -1.915 -3.268 -0.283 0.09
H -4.377 -3.472 -0.469 0.09
H -4.505 -1.954 -1.381 0.08
H -3.698 -3.388 -2.106 0.07
C -2.525 -0.112 -2.474 -0.36
C -3.047 -0.628 -3.818 -0.12
H -1.908 0.790 -2.618 0.07
H -3.358 0.188 -1.819 0.08
H -3.643 0.175 -4.268 0.09
H -2.223 -0.865 -4.506 0.08
H -3.704 -1.503 -3.704 0.07
C 1.266 -1.368 4.955 -0.14
N 1.263 0.018 4.419 -0.15
C 0.054 0.759 4.850 -0.14
N -1.195 0.019 4.549 -0.14
C -1.135 -1.357 5.101 -0.15
N 0.037 -2.124 4.615 -0.15
C -0.064 -2.432 3.177 -0.27
P -0.067 -0.792 2.247 0.93
C 1.438 0.038 2.978 -0.31
C -1.499 0.015 3.122 -0.30
H 1.318 -1.297 6.055 0.14
H 2.131 -1.899 4.536 0.13
H 0.027 1.715 4.306 0.13
H 0.113 0.914 5.936 0.14
H -2.042 -1.891 4.793 0.13
H -1.049 -1.278 6.197 0.14
H 0.770 -3.068 2.851 0.10
H -0.992 -2.981 2.961 0.10
H 1.524 1.067 2.600 0.08
H 2.347 -0.517 2.711 0.09
H -2.413 -0.567 2.945 0.10
H -1.654 1.032 2.743 0.09
```

Values from the calculation:
* ⟨S²⟩: 2.007
* gap between HOMO and LUMO (alpha / beta): 7.6 / 5.6 eV
* electronic energy: -5155.6240 hartree
* relative energy (zero: lowest compared OMol25 entry of this formula, charge and spin): 0.000 eV
* spin multiplicity: 3
* total charge: +2

---

Record 3
A 3-piece molecular cluster, C31H50N3O4S overall at a distorted geometry. Source: OMol25; level of theory: ωB97M-V with the def2-TZVPD basis set.

Structure (XYZ):
```
89
Properties=species:S:1:pos:R:3:lowdin_charge:R:1
C 5.097 -6.394 1.226 -0.01
C 4.605 -5.206 2.023 -0.18
C 4.417 -3.795 1.255 -0.14
C 2.906 -3.170 1.148 -0.21
C 1.708 -4.326 1.026 -0.58
S 1.244 -5.168 2.618 0.77
O 2.166 -5.207 -0.074 -0.19
C 1.910 -4.337 -1.271 -0.11
C 2.719 -2.920 -1.263 -0.10
N 2.743 -2.135 0.007 -0.24
C 3.920 -1.171 -0.093 -0.13
C 3.768 -0.031 -1.286 -0.14
C 3.570 1.504 -0.731 -0.16
C 2.982 2.606 -1.829 -0.02
C 2.695 4.187 -1.493 -0.05
C 2.962 4.734 0.029 -0.05
C 3.563 3.654 1.138 -0.05
C 3.889 2.054 0.775 -0.04
C 1.538 -1.300 0.351 -0.05
C 0.317 -1.274 -0.739 -0.19
O 0.343 -0.727 -1.963 -0.01
C -1.169 -1.916 -0.313 -0.10
C -1.864 -3.212 -1.034 -0.02
C -3.380 -3.635 -0.472 -0.03
C -4.160 -2.784 0.736 -0.03
C -3.437 -1.499 1.469 -0.04
C -1.938 -1.080 0.916 -0.02
H 6.265 -6.619 1.136 0.09
H 4.352 -7.154 0.729 0.08
H 4.428 -5.373 3.180 0.11
H 5.057 -2.985 1.857 0.14
H 4.983 -3.889 0.211 0.12
H 2.720 -2.671 2.218 0.17
H 0.678 -3.876 0.622 0.11
H 2.154 -4.833 3.668 -0.09
H 2.357 -4.969 -2.181 0.17
H 0.752 -4.248 -1.519 0.12
H 2.376 -2.330 -2.235 0.16
H 3.854 -3.206 -1.510 0.16
H 4.949 -1.701 -0.386 0.15
H 4.083 -0.728 0.976 0.14
H 4.755 0.004 -1.958 0.14
H 2.892 -0.231 -2.034 0.10
H 2.772 2.237 -2.937 0.10
H 2.302 4.863 -2.380 0.07
H 2.715 5.859 0.257 0.09
H 3.744 4.106 2.226 0.09
H 4.339 1.344 1.588 0.07
H 1.780 -0.157 0.603 0.17
H 1.010 -1.667 1.361 0.16
H -1.343 -3.794 -1.905 0.08
H -4.007 -4.535 -0.922 0.09
H -5.255 -3.067 1.109 0.07
H -3.906 -0.834 2.314 0.09
H -1.401 -0.145 1.424 0.10
C -8.209 -1.727 2.931 -0.07
C -8.553 -3.208 2.799 -0.43
C -9.404 -3.752 3.970 -0.19
O -8.668 -3.985 5.175 -0.19
C -8.456 -2.825 5.966 -0.11
N -7.309 -3.974 2.636 0.03
H -7.420 -1.540 3.664 0.06
H -7.851 -1.333 1.973 0.07
H -9.090 -1.144 3.221 0.08
H -9.146 -3.320 1.884 0.14
H -9.797 -4.732 3.673 0.12
H -10.276 -3.116 4.165 0.12
H -9.298 -2.129 5.914 0.09
H -7.532 -2.331 5.662 0.07
H -8.332 -3.142 7.007 0.09
H -7.548 -4.950 2.452 0.08
H -6.850 -4.008 3.551 0.08
C 3.052 7.232 -5.214 -0.07
C 1.991 7.461 -4.140 -0.43
C 1.273 8.824 -4.263 -0.20
O 2.043 9.939 -3.802 -0.19
C 2.981 10.434 -4.745 -0.10
N 2.608 7.293 -2.816 0.03
H 3.970 7.795 -5.027 0.07
H 3.332 6.173 -5.252 0.07
H 2.676 7.510 -6.203 0.08
H 1.232 6.679 -4.266 0.13
H 0.385 8.795 -3.619 0.12
H 0.909 8.999 -5.282 0.12
H 2.616 10.353 -5.773 0.09
H 3.931 9.909 -4.634 0.07
H 3.161 11.491 -4.524 0.09
H 1.876 7.352 -2.106 0.07
H 3.181 8.124 -2.641 0.08
```

Values from the calculation:
* gap between HOMO and LUMO: 6.3 eV
* electronic energy: -2073.3547 hartree
* total charge: +1

---

Record 4
One molecule with the formula C31H51N3. Source: OMol25; level of theory: ωB97M-V with the def2-TZVPD basis set.

Structure (XYZ):
```
85
Properties=species:S:1:pos:R:3:lowdin_charge:R:1
C 0.543 5.501 0.438 -0.14
N -0.384 4.423 0.711 -0.13
C -0.165 3.263 -0.133 -0.21
C -1.088 2.106 0.274 -0.34
C -2.574 2.480 0.060 -0.12
C -3.472 1.324 -0.402 -0.33
C -4.948 1.712 -0.282 -0.17
C -5.850 0.554 -0.700 -0.20
C -5.542 0.119 -2.129 -0.20
C -4.069 -0.254 -2.263 -0.19
C -3.183 0.917 -1.848 -0.16
N -0.714 1.755 1.635 -0.03
C -1.469 0.716 2.308 -0.17
C -1.224 -0.680 1.696 -0.34
C -2.233 -1.704 2.264 -0.10
C -2.552 -2.752 1.238 -0.23
C -1.549 -3.586 0.757 -0.04
C -1.823 -4.519 -0.226 -0.08
C -3.104 -4.634 -0.741 -0.10
C -4.109 -3.810 -0.268 -0.10
C -3.832 -2.874 0.715 -0.06
N 0.117 -1.192 1.901 -0.03
C 1.139 -0.638 1.028 -0.22
C 2.481 -1.291 1.351 -0.13
C 3.645 -0.932 0.411 -0.44
C 3.882 0.581 0.360 -0.10
C 5.081 0.898 -0.534 -0.29
C 6.334 0.221 0.017 -0.12
C 6.113 -1.289 0.053 -0.30
C 5.842 -1.802 -1.360 -0.12
C 4.590 -1.121 -1.908 -0.29
C 4.808 0.390 -1.949 -0.12
C 3.393 -1.440 -1.012 -0.10
C 4.916 -1.606 0.947 -0.10
H 0.307 6.344 1.085 0.08
H 1.552 5.159 0.665 0.08
H 0.523 5.843 -0.609 0.08
H -1.336 4.756 0.587 0.10
H 0.872 2.948 0.016 0.11
H -0.304 3.484 -1.206 0.12
H -0.841 1.253 -0.367 0.12
H -2.968 2.888 0.995 0.12
H -2.637 3.270 -0.693 0.12
H -3.300 0.452 0.234 0.12
H -5.174 1.999 0.748 0.11
H -5.148 2.578 -0.919 0.12
H -6.898 0.852 -0.617 0.11
H -5.687 -0.290 -0.026 0.10
H -6.169 -0.732 -2.402 0.11
H -5.773 0.938 -2.814 0.11
H -3.850 -0.536 -3.295 0.11
H -3.851 -1.116 -1.628 0.10
H -3.372 1.769 -2.507 0.12
H -2.134 0.636 -1.961 0.11
H -0.719 2.609 2.186 0.11
H -1.131 0.696 3.350 0.13
H -2.553 0.918 2.321 0.11
H -1.375 -0.621 0.614 0.13
H -1.792 -2.167 3.149 0.12
H -3.151 -1.198 2.567 0.11
H -0.551 -3.476 1.154 0.10
H -1.035 -5.161 -0.594 0.10
H -3.318 -5.364 -1.509 0.10
H -5.110 -3.892 -0.666 0.10
H -4.623 -2.235 1.082 0.10
H 0.388 -1.049 2.870 0.12
H 0.840 -0.878 0.003 0.12
H 1.211 0.453 1.125 0.10
H 2.762 -1.010 2.370 0.12
H 2.342 -2.374 1.338 0.12
H 2.997 1.081 -0.037 0.11
H 4.059 0.960 1.369 0.13
H 5.234 1.984 -0.559 0.14
H 7.194 0.459 -0.613 0.12
H 6.544 0.590 1.024 0.12
H 7.007 -1.780 0.455 0.14
H 5.700 -2.885 -1.342 0.12
H 6.697 -1.586 -2.006 0.12
H 4.390 -1.488 -2.922 0.14
H 3.923 0.883 -2.356 0.12
H 5.653 0.628 -2.599 0.12
H 2.501 -0.966 -1.426 0.12
H 3.221 -2.518 -0.993 0.13
H 4.765 -2.688 0.991 0.13
H 5.116 -1.257 1.963 0.13
```

Values from the calculation:
* gap between HOMO and LUMO: 8.8 eV
* electronic energy: -1376.1473 hartree
* relative energy (zero: lowest compared OMol25 entry of this formula, charge and spin): 0.127 eV
* structure (SMILES): CNC[C@H](CC1CCCCC1)NC[C@H](Cc1ccccc1)NCC[C@]12C[C@H]3C[C@H](C[C@H](C3)C1)C2

---

Record 5
A 12-piece molecular cluster, C31H52BrCl36FN3O3PS2 overall at a distorted geometry. Source: OMol25; level of theory: ωB97M-V with the def2-TZVPD basis set.

Structure (XYZ):
```
130
Properties=species:S:1:pos:R:3:lowdin_charge:R:1
C 0.288 4.249 -4.265 -0.09
C 0.999 2.879 -4.019 -0.32
N 0.434 2.326 -2.818 -0.09
C 0.480 0.894 -2.573 -0.73
S 2.136 0.319 -3.218 0.84
C -0.472 0.212 -3.636 -0.17
C -1.860 0.867 -3.763 -0.18
C -2.160 1.444 -5.180 -0.15
C -3.554 2.115 -5.109 -0.25
O -3.418 3.544 -5.262 -0.10
O 0.017 0.402 -1.360 -0.10
C 0.614 0.369 -0.078 -0.48
C 0.575 -1.167 0.359 -0.12
C 0.909 -2.224 -0.706 -0.37
O 0.779 -2.169 -1.905 0.11
N 1.304 -3.544 -0.155 -0.17
C 2.644 -3.544 0.412 -0.11
C 0.310 -4.031 0.790 -0.10
P 2.410 0.928 0.143 0.92
C 2.851 1.454 1.849 -0.29
C 3.652 -0.365 -0.271 -0.33
C -0.352 1.145 0.955 -0.59
S -0.213 0.380 2.683 0.83
C -1.868 0.997 0.608 -0.36
C -2.488 2.098 -0.256 -0.03
F -2.250 -0.243 0.082 -0.01
N -0.001 2.520 1.274 -0.54
Br 0.485 3.735 -0.042 0.86
C -0.733 3.195 2.358 -0.40
C 0.141 3.559 3.586 -0.10
H -0.793 4.062 -4.239 0.06
H 0.590 4.978 -3.507 0.07
H 0.556 4.566 -5.275 0.03
H 0.855 2.311 -4.949 0.10
H 2.063 3.138 -3.953 0.10
H -0.414 2.771 -2.509 0.04
H 2.944 1.246 -2.654 -0.12
H 0.010 0.185 -4.619 0.09
H -0.629 -0.841 -3.379 0.10
H -2.622 0.089 -3.614 0.12
H -2.093 1.656 -3.042 0.08
H -1.396 2.161 -5.483 0.10
H -2.261 0.585 -5.852 0.11
H -4.003 1.944 -4.121 0.11
H -4.246 1.695 -5.848 0.06
H -3.971 3.928 -4.574 0.08
H -0.420 -1.467 0.698 0.09
H 1.321 -1.297 1.146 0.08
H 2.896 -4.591 0.639 0.08
H 3.407 -3.204 -0.291 0.01
H 2.714 -3.013 1.383 0.08
H -0.683 -3.904 0.340 0.10
H 0.447 -5.098 1.001 0.09
H 0.291 -3.496 1.754 0.03
H 2.447 2.436 2.089 0.01
H 2.594 0.721 2.627 0.02
H 3.947 1.529 1.876 0.05
H 4.588 0.161 -0.487 0.05
H 3.385 -1.022 -1.095 -0.04
H 3.866 -0.959 0.632 0.04
H -1.013 -0.707 2.606 -0.09
H -2.407 1.054 1.562 0.08
H -1.835 2.521 -1.017 0.02
H -3.374 1.713 -0.772 0.09
H -2.847 2.899 0.400 0.06
H -1.657 2.734 2.701 0.02
H -1.042 4.173 1.962 0.06
H 0.722 2.702 3.932 0.05
H 0.777 4.413 3.353 0.01
H -0.535 3.891 4.384 0.08
C -4.640 1.622 3.823 -1.53
Cl -5.830 1.808 5.111 0.54
Cl -4.390 3.159 2.988 0.57
Cl -3.116 0.994 4.463 0.55
H -5.025 0.907 3.107 0.02
C 1.335 -4.214 5.269 -1.59
Cl 2.748 -4.775 4.374 0.52
Cl 1.782 -3.748 6.912 0.51
Cl 0.562 -2.866 4.430 0.54
H 0.622 -5.034 5.322 -0.11
C 4.720 -1.531 8.294 -1.56
Cl 3.249 -1.904 9.195 0.50
Cl 4.364 -0.456 6.940 0.52
Cl 5.938 -0.819 9.354 0.53
H 5.116 -2.457 7.896 0.01
C 1.092 7.729 0.928 -1.50
Cl -0.025 8.714 1.885 0.51
Cl 2.745 8.334 1.080 0.53
Cl 0.999 6.025 1.402 0.49
H 0.800 7.803 -0.112 0.02
C -1.829 -7.502 5.139 -1.51
Cl -0.565 -8.733 5.184 0.53
Cl -2.531 -7.270 6.738 0.55
Cl -1.194 -5.976 4.510 0.59
H -2.609 -7.843 4.471 0.02
C -6.754 2.012 -7.426 -1.55
Cl -7.454 2.456 -5.865 0.53
Cl -6.197 0.338 -7.406 0.51
Cl -7.921 2.266 -8.725 0.53
H -5.899 2.652 -7.607 0.01
C -3.589 -1.862 -10.007 -1.55
Cl -4.108 -0.187 -10.190 0.51
Cl -1.884 -2.039 -10.422 0.53
Cl -3.891 -2.431 -8.362 0.51
H -4.169 -2.473 -10.687 0.01
C -2.870 11.460 1.333 -1.56
Cl -3.558 13.057 1.632 0.53
Cl -2.584 10.609 2.852 0.50
Cl -3.924 10.515 0.278 0.52
H -1.918 11.589 0.834 0.01
C 3.170 -8.778 6.771 -1.55
Cl 2.630 -7.103 6.656 0.51
Cl 4.844 -8.931 6.232 0.54
Cl 2.987 -9.384 8.415 0.51
H 2.549 -9.379 6.118 -0.01
C 2.132 -13.489 8.352 -1.54
Cl 3.536 -14.070 7.454 0.53
Cl 2.585 -13.043 9.998 0.52
Cl 1.383 -12.124 7.522 0.50
H 1.408 -14.292 8.405 0.01
C 6.240 -4.354 -2.176 -1.53
Cl 5.257 -2.898 -2.018 0.58
Cl 7.957 -3.963 -2.074 0.53
Cl 5.797 -5.541 -0.945 0.53
H 6.048 -4.788 -3.149 0.01
C -0.014 6.735 -7.820 -1.55
Cl 0.850 5.569 -8.825 0.52
Cl -1.558 6.069 -7.283 0.53
Cl 0.970 7.211 -6.434 0.53
H -0.211 7.616 -8.416 0.01
```

Values from the calculation:
* gap between HOMO and LUMO: 7.3 eV
* electronic energy: -21980.6278 hartree